54
Properties=species:S:1:pos:R:3:forces:R:3 method="wB97M-V/def2-TZVPD" e_homo_ev=-8.97 orbital_gap_ev=9.1 molar_mass_g_mol=524.37
C 1.7168 -2.6948 1.8315 -0.45 0.04 0.26
C 1.3947 -1.6762 1.2879 0.23 -0.09 -0.23
C 0.9988 -0.4383 0.6305 -0.52 -0.04 0.43
C -0.3502 0.0927 1.1950 0.11 0.34 -0.22
C -1.4795 0.2228 0.1675 0.33 0.08 0.21
C -2.0878 -1.0869 -0.2471 0.09 -0.03 0.01
N -1.2937 -2.1133 -0.2826 -0.08 -0.18 -0.01
C -1.8305 -3.3099 -0.6544 0.20 0.29 0.10
C -1.0133 -4.4520 -0.6911 0.37 -0.42 0.02
C -1.5275 -5.6594 -1.0632 -0.35 -0.11 -0.10
C -2.8904 -5.7679 -1.4148 0.01 0.18 0.05
C -3.6923 -4.6658 -1.3834 -0.29 -0.09 -0.08
C -3.1805 -3.4109 -1.0030 -0.28 -0.12 -0.12
N -4.0056 -2.3225 -0.9891 0.34 -0.13 0.05
C -3.4715 -1.1997 -0.6098 -0.22 0.33 -0.06
C -4.3798 0.0086 -0.5857 0.10 -0.31 0.25
C -4.8983 0.4042 0.8069 -0.04 0.13 -0.23
C -5.3043 -0.7402 1.6941 -0.17 0.33 0.15
F -5.9820 -0.2684 2.7639 0.00 0.01 0.11
F -6.1069 -1.6114 1.0830 -0.16 -0.21 -0.16
F -4.2535 -1.4172 2.1760 0.25 -0.19 0.03
H 1.7678 -3.5784 2.4150 0.33 -0.17 -0.04
H 1.7636 0.3098 0.8142 0.18 0.07 -0.21
H 0.8905 -0.6124 -0.4358 0.19 0.01 -0.14
H -0.1716 1.0975 1.5762 0.02 0.07 0.11
H -0.6783 -0.5024 2.0415 -0.04 -0.18 0.04
H -1.0756 0.7310 -0.7123 -0.06 0.02 -0.17
H -2.2260 0.8956 0.5782 -0.17 0.00 0.01
H 0.0272 -4.3750 -0.4143 0.08 0.24 0.06
H -0.9146 -6.5471 -1.0938 0.17 -0.01 0.04
H -3.3198 -6.7134 -1.7059 0.08 -0.17 -0.02
H -4.7377 -4.7363 -1.6444 -0.10 0.07 -0.02
H -3.8507 0.8562 -1.0133 -0.08 0.18 -0.07
H -5.2295 -0.2291 -1.2165 -0.07 -0.02 -0.12
H -5.7880 1.0163 0.6839 -0.09 0.10 0.00
H -4.1856 1.0007 1.3701 0.12 -0.02 0.07
F 4.6606 1.8004 0.7321 0.01 0.05 -0.11
C 4.0813 2.6165 1.6324 -0.01 -0.11 0.15
F 3.0544 1.9441 2.2034 0.00 0.03 0.02
C 3.5220 3.8773 0.9685 -0.08 -0.01 -0.36
F 2.5144 3.5513 0.1313 0.06 -0.05 0.03
F 2.9858 4.6027 1.9928 0.04 0.05 0.10
C 4.5123 4.8179 0.2646 0.24 0.52 0.03
O 4.6299 4.7164 -1.1435 -0.28 -0.57 0.02
C 5.5279 3.8697 -1.7423 0.05 0.35 0.21
F 6.3492 3.2836 -0.8536 -0.08 -0.07 0.00
F 6.2965 4.6200 -2.5623 0.12 0.02 -0.06
C 4.8283 2.8387 -2.6355 -0.09 -0.07 -0.13
F 3.9544 2.1034 -1.9219 0.03 0.00 0.09
F 5.7601 2.0108 -3.1557 0.01 0.02 0.00
H 4.8078 2.8742 2.4076 -0.01 0.02 -0.02
H 4.0977 5.8129 0.4173 -0.04 -0.01 0.01
H 5.4868 4.8086 0.7532 -0.01 -0.21 0.02
H 4.2964 3.3448 -3.4434 0.02 0.02 0.01